No. 1
Formula: C3H5F5N3P3
Source: the Open Molecules 2025 dataset
Level of theory: wB97M-V/def2-TZVPD

Last column: Löwdin charge in e.
Element x y z (Å)
P -1.802 1.395 -1.282  0.44
P 0.511 0.637 -2.346  0.46
P -0.160 -0.238 0.079  0.89
F 1.612 1.550 -3.036  -0.13
F -1.873 2.893 -0.685  -0.13
F -3.302 1.231 -1.719  -0.11
F 0.703 1.911 -1.000  -0.39
F 0.768 -0.451 -3.571  -0.21
N -1.561 0.541 0.100  -0.26
N 0.835 -0.537 -1.136  -0.24
N -1.069 1.030 -2.608  -0.21
C 1.580 -1.652 1.685  -0.14
C -0.583 -0.787 2.665  0.03
C 0.313 -0.979 1.722  -0.45
H -1.375 -0.021 2.333  0.07
H 1.547 -2.552 2.261  0.07
H -0.535 -0.843 3.782  0.10
H 1.806 -1.940 0.657  0.06
H 2.583 -1.188 2.099  0.14

Its highest occupied orbital energy is -11.135 eV. The value obtained for the HOMO-LUMO gap is 9.604 eV. The total energy comes out at -49120.5207 eV. Its LUMO energy is -1.5 eV. The molecular weight comes out at 271.0 g mol⁻¹. For the energy above the lowest of the compared OMol25 structures with the same formula, charge and spin, the calculation gives 63.7 kcal per mole. The spin multiplicity is 1.

***

No. 2
Formula: C3H2INS2
Source: the Open Molecules 2025 dataset
Level of theory: wB97M-V/def2-TZVPD

Last column: Löwdin charge in e.
Element x y z (Å)
I -1.646 -2.542 -4.312  0.73
S -2.256 -1.873 -1.259  0.78
S -0.101 -3.343 0.399  0.70
N -0.155 -0.776 0.009  -0.21
C -0.697 0.318 -0.470  0.06
C -0.743 -1.952 -0.136  -1.15
C -1.095 -2.227 -2.354  -1.11
H 0.000 1.026 -0.531  -0.02
H 0.930 -0.932 0.416  0.22

Its highest occupied orbital energy is -8.361 eV. The value obtained for the HOMO-LUMO gap is 7.135 eV. The total energy comes out at -34397.7905 eV. Its LUMO energy is -1.2 eV. The molecular weight comes out at 243.1 g mol⁻¹. For the energy above the lowest of the compared OMol25 structures with the same formula, charge and spin, the calculation gives 144.5 kcal per mole. The spin multiplicity is 1.